ORCA calculation (wB97M-V/def2-TZVPD) on a 2-piece molecular cluster, C4H10NOS2 overall.

```
18
Properties=species:S:1:pos:R:3:forces:R:3:lowdin_charge:R:1
H 1.473 1.230 1.697 -0.43 0.92 1.95 0.073
H 1.000 -0.979 1.496 -0.28 -0.95 -0.13 0.119
C 1.565 -0.673 0.633 1.42 0.01 -0.01 -0.194
O -1.525 -0.186 0.701 -0.87 0.16 0.02 -0.104
H 2.026 0.197 -1.919 0.56 0.16 -0.62 0.093
H 2.633 1.087 0.389 0.75 0.75 0.38 0.079
C -2.640 -0.617 0.484 -0.63 -0.67 -0.15 -0.628
S -4.180 0.128 0.005 0.34 0.15 0.52 0.843
C 1.041 -0.032 -1.579 -1.36 1.60 -1.79 -0.292
C 1.652 0.856 0.754 0.81 -0.55 -2.66 -0.371
H -2.862 -1.716 0.514 0.42 0.48 -0.07 0.091
H 0.201 -0.041 -2.366 1.71 -0.17 1.00 0.151
H 0.018 -1.315 -0.634 -0.46 -0.60 0.82 0.107
H -4.121 1.376 0.536 0.47 -0.25 -0.28 -0.098
S 0.680 1.639 -0.548 -1.13 -0.30 0.42 1.086
H 2.640 -1.071 0.657 -1.62 0.37 0.20 0.159
H -0.555 1.089 -0.182 0.73 0.73 -0.06 -0.015
N 0.953 -0.974 -0.638 -0.44 -1.84 0.45 -0.100
```
Positions in Å, forces in eV/Å.

* HOMO: -13.84 eV
* E_LUMO: -3.5 eV
* frontier orbital gap: 10.36 eV
* calculated total energy: -29509.9953 eV
* net charge: +1

---

ORCA calculation (wB97M-V/def2-TZVPD) on C25H29Cl5NO6SV as an isolated structure.

```
68
Properties=species:S:1:pos:R:3:forces:R:3:lowdin_spin:R:1
H 0.723 -1.362 -4.839 0.00 0.00 0.00 0.000
H 2.257 0.405 2.583 0.01 0.03 -0.01 0.000
H -1.113 1.724 -3.965 0.00 -0.01 -0.02 0.000
C -1.802 1.822 -0.834 0.02 0.04 -0.02 0.001
H -2.757 1.206 1.053 -0.03 -0.05 0.00 0.000
Cl 1.031 -3.109 7.050 0.00 0.00 0.00 0.000
H -0.011 1.491 1.282 0.05 -0.02 -0.03 0.000
H 3.446 2.551 -0.968 0.00 0.00 0.00 0.000
H 3.708 -0.771 0.753 0.00 -0.01 0.00 0.000
Cl -2.716 -0.248 4.378 0.00 0.00 0.01 0.000
H -0.324 3.413 -0.654 0.01 0.00 0.01 0.000
O 0.102 -4.305 -1.732 0.03 0.04 0.01 -0.004
C 0.673 -1.964 3.240 0.01 0.01 -0.06 -0.001
H 4.206 2.917 0.592 0.00 0.00 0.00 0.000
C -0.761 -1.692 5.592 -0.01 0.00 0.01 0.000
H 1.235 -1.827 -3.212 0.00 -0.02 0.03 0.000
C 3.278 2.598 0.109 0.00 0.00 0.00 0.000
H -0.367 0.768 -5.245 0.00 0.00 0.00 0.000
C -0.527 -1.243 3.220 -0.05 0.04 0.00 0.000
C -0.931 -4.052 0.478 0.08 0.02 0.10 0.002
H 0.642 1.710 -4.132 0.00 0.00 0.00 0.000
O -0.222 -2.256 -0.906 0.27 -0.03 -0.29 -0.005
O -1.335 -3.031 1.160 0.01 0.11 -0.09 0.001
H -1.873 3.938 -1.336 0.00 0.00 0.00 0.000
N -2.780 -1.209 -0.068 -0.35 -0.11 -0.12 -0.059
H -3.646 2.391 -1.768 0.00 -0.01 -0.01 0.000
H 4.180 0.146 -0.681 0.00 0.00 0.00 0.000
Cl 1.541 -2.100 1.757 0.03 -0.11 0.10 0.001
C -2.403 2.107 0.553 -0.01 0.01 -0.01 0.000
C 1.499 0.388 -1.436 0.00 -0.06 0.01 -0.002
H -2.648 1.386 -2.809 0.03 -0.04 -0.06 0.000
C -1.140 3.126 -1.319 0.01 0.02 -0.03 -0.002
C -0.676 0.748 -0.736 -0.15 0.07 -0.01 -0.019
H -1.142 -2.066 -3.366 0.00 -0.02 0.05 0.000
C 2.835 1.227 0.650 0.01 -0.01 0.01 0.000
C 1.017 -0.978 -3.859 -0.01 0.02 -0.03 0.000
S -4.216 -1.390 0.250 0.07 0.07 0.01 0.035
H -3.536 0.656 -1.480 0.01 -0.01 -0.02 0.001
C -0.258 1.095 -4.207 -0.04 -0.02 0.00 -0.001
C 1.564 0.852 -0.081 0.01 0.02 -0.04 0.000
H 2.510 3.350 0.298 0.00 0.00 0.00 0.000
V -0.982 -1.178 0.356 0.06 0.23 0.38 1.026
C 0.437 -2.404 5.593 0.00 0.00 0.00 -0.001
H -0.730 3.013 -2.323 -0.01 0.02 0.05 0.000
H -3.255 2.783 0.445 0.00 0.00 -0.01 0.000
Cl 2.641 -3.404 4.385 -0.01 0.00 0.00 0.000
C 3.961 0.222 0.385 -0.01 0.00 0.00 0.000
C -2.969 1.532 -1.782 0.02 -0.06 0.03 0.000
C 1.154 -2.538 4.408 0.01 -0.01 0.00 0.000
H -1.685 2.597 1.212 -0.04 0.00 -0.01 0.000
C -1.406 -1.010 -3.392 0.03 0.06 0.00 0.000
H 2.355 0.056 -2.003 -0.01 0.00 0.02 0.000
H 3.532 1.629 2.656 0.00 0.00 0.00 0.000
H -2.105 -0.839 -2.583 -0.11 0.09 0.09 0.000
C 0.278 1.069 0.334 -0.06 -0.22 -0.03 -0.004
H 1.924 -0.386 -3.999 0.00 -0.01 0.00 0.000
H 1.858 2.115 2.381 0.00 0.00 0.00 0.000
O -0.986 -5.221 0.776 -0.06 0.01 0.00 0.006
H -1.921 -0.815 -4.338 0.02 -0.01 -0.01 0.000
H 4.875 0.547 0.891 0.00 0.00 0.00 0.000
O -4.749 -0.835 1.485 -0.04 0.01 0.03 0.049
C -0.137 -0.138 -3.288 0.02 0.04 0.00 -0.001
C -0.286 -3.589 -0.855 -0.05 -0.06 -0.05 0.002
C 0.200 0.332 -1.870 0.02 0.03 0.01 -0.006
Cl -1.656 -1.516 7.053 0.00 0.00 0.00 0.000
C -1.238 -1.121 4.420 -0.03 0.02 0.02 -0.002
C 2.602 1.348 2.156 -0.01 -0.01 0.01 0.000
O -0.975 -0.660 2.131 0.20 -0.13 -0.02 -0.016
```
Positions in Å, forces in eV/Å.

* HOMO (alpha / beta): -5.27 / -5.38 eV
* E_LUMO (alpha / beta): 1.3 / 1.6 eV
* multiplicity: 2
* frontier orbital gap (alpha / beta): 6.53 / 6.94 eV
* calculated total energy: -139310.2617 eV
* net charge: -1

---

ORCA calculation (wB97M-V/def2-TZVPD) on a 2-piece molecular cluster, C3H4N2O overall.

```
10
Properties=species:S:1:pos:R:3:forces:R:3:lowdin_charge:R:1
H 1.817 -1.889 -0.392 0.06 0.04 0.00 0.073
C -2.127 0.541 0.071 0.02 -0.53 0.05 -0.015
N 0.900 1.123 0.439 -0.17 0.00 0.02 0.177
H -1.352 -1.588 0.225 -0.15 0.21 -0.01 0.014
H -2.477 1.547 0.013 0.00 -0.14 0.01 0.021
C 1.339 -0.125 0.040 -0.06 -0.31 0.00 -0.578
O 2.259 0.796 -0.219 0.20 -0.14 -0.10 0.067
H 0.349 1.537 -0.321 0.03 -0.11 0.07 0.096
C -1.762 -0.603 0.153 -0.21 0.58 -0.04 -0.017
N 1.053 -1.338 -0.009 0.29 0.40 0.01 0.163
```
Positions in Å, forces in eV/Å.

* HOMO: -10.61 eV
* E_LUMO: 0.8 eV
* frontier orbital gap: 11.46 eV
* calculated total energy: -8198.2103 eV

---

ORCA calculation (wB97M-V/def2-TZVPD) on one molecule with the formula C6H16N2.

```
24
Properties=species:S:1:pos:R:3:forces:R:3:lowdin_charge:R:1
N 0.448 1.529 0.522 -1.36 -2.21 -0.62 -0.078
C -0.283 0.265 0.924 2.68 -2.21 0.32 -0.198
C -1.079 -0.412 -0.180 5.34 -2.68 2.73 -0.201
H -0.772 0.076 1.911 -0.03 1.75 -0.38 0.118
C -1.039 -2.134 -1.851 0.95 0.07 -1.90 -0.297
H -1.647 0.095 -0.776 -2.53 4.20 -3.94 0.049
H -0.249 2.596 2.164 0.45 0.13 -0.15 0.114
H 2.694 2.053 1.980 2.37 0.22 -0.82 0.063
H 0.028 1.957 -0.297 -0.18 -0.20 0.39 0.104
H -0.659 -3.244 -3.607 0.01 2.18 0.79 0.090
H 0.285 -2.104 -0.293 0.83 0.28 0.67 0.103
C 0.681 2.459 1.556 -1.51 4.26 -1.29 -0.364
H 1.698 2.613 3.285 0.24 4.12 5.60 0.008
H 1.495 1.153 2.794 0.50 -0.65 0.05 0.085
H -1.298 -3.165 -1.538 -0.05 0.86 0.39 0.127
H -1.866 -1.467 -1.919 -1.52 -0.36 0.04 0.077
C 1.792 2.148 2.458 -1.89 -4.79 -3.59 -0.084
H 0.616 -0.834 -1.489 1.37 0.81 -0.79 0.094
H 0.588 -0.535 1.063 -1.47 1.65 0.03 0.125
H 0.840 3.508 0.993 -0.23 -2.01 1.32 0.152
N -0.602 -2.236 -3.243 -0.40 -3.29 -2.06 -0.041
H -1.827 -1.073 0.104 -1.23 -1.41 1.94 0.093
H 0.268 -1.900 -3.616 0.36 0.47 0.84 0.044
C -0.110 -1.348 -0.947 -2.71 -1.19 0.42 -0.184
```
Positions in Å, forces in eV/Å.

* HOMO: -8.46 eV
* E_LUMO: 1.1 eV
* frontier orbital gap: 9.57 eV
* calculated total energy: -9458.3037 eV

---

ORCA calculation (wB97M-V/def2-TZVPD) on C5H6O2 as an isolated structure.

```
13
Properties=species:S:1:pos:R:3:forces:R:3:lowdin_charge:R:1
C 2.456 -0.380 0.047 -6.01 2.08 -1.55 0.240
H 3.428 0.137 -0.066 -0.12 -1.08 -0.22 0.070
C 0.695 -0.201 -0.389 2.09 -1.92 1.41 -0.291
H -0.406 -0.442 1.407 -0.05 0.01 -0.06 0.161
H -1.472 1.287 -0.927 0.08 -0.08 0.23 0.099
C -0.622 -0.248 0.347 -0.01 -0.06 -0.30 -0.445
H -0.839 -1.961 -0.489 0.04 -0.14 0.14 0.078
H -0.752 1.895 0.600 -0.12 -0.07 -0.13 0.080
O -1.419 -1.231 -0.227 -0.38 -0.44 -0.11 -0.008
H -2.285 1.001 0.635 -0.09 0.16 -0.11 0.088
O 1.137 -1.914 -0.590 1.84 5.19 0.33 -0.158
C -1.319 1.083 0.138 -0.22 0.10 0.51 -0.051
C 1.399 0.973 -0.486 2.95 -3.74 -0.14 0.137
```
Positions in Å, forces in eV/Å.

* HOMO (alpha / beta): -9.79 / -10.25 eV
* E_LUMO (alpha / beta): -2.3 / -2.5 eV
* frontier orbital gap (alpha / beta): 7.52 / 7.78 eV
* calculated total energy: -9364.8322 eV

---

ORCA calculation (wB97M-V/def2-TZVPD) on one molecule with the formula C5H8O.

```
14
Properties=species:S:1:pos:R:3:forces:R:3:lowdin_charge:R:1
C 1.655 -0.047 1.233 0.31 0.13 0.03 -0.267
C 0.307 0.767 -0.651 -0.03 -0.11 -0.12 -0.129
C -1.554 -0.956 -0.577 -0.01 -0.01 0.04 -0.102
H -0.559 -0.063 -2.341 -0.03 0.04 0.19 0.098
C -0.571 -0.038 -1.251 0.14 0.06 0.06 -0.162
H -1.888 -0.572 0.394 0.10 -0.08 -0.17 0.068
H 0.985 1.349 -1.274 -0.11 -0.09 0.11 0.107
H 0.841 1.909 1.107 -0.08 -0.12 -0.06 0.116
H -1.100 -1.941 -0.411 -0.12 0.12 -0.01 0.079
O 2.782 0.307 1.478 -0.52 -0.19 -0.08 0.051
C 0.533 0.894 0.838 -0.01 0.07 0.06 -0.161
H -0.366 0.625 1.407 0.14 0.03 -0.12 0.106
H -2.441 -1.110 -1.200 0.14 0.05 0.09 0.070
H 1.377 -1.124 1.249 0.09 0.11 -0.02 0.127
```
Positions in Å, forces in eV/Å.

* HOMO: -9.40 eV
* E_LUMO: 1.0 eV
* frontier orbital gap: 10.37 eV
* calculated total energy: -7361.1844 eV